Computed, not measured: a molecular structure, C46H46BrF5N6O8STeTi in a non-equilibrium geometry, with wB97M-V/def2-TZVPD.

net charge	-2
gap between HOMO and LUMO	0.255	Ha
LUMO energy	3.0620	eV
E	-198649.8523	eV
HOMO level	-3.89	eV
multiplicity	1

Geometry (Å):
1 Ti 11.64892 10.91495 12.69676
2 C 16.66109 10.51669 12.30412
3 C 15.40469 9.56807 12.35236
4 C 15.68452 8.27939 11.55947
5 C 15.03759 9.28408 13.81408
6 C 16.14081 9.19427 14.70657
7 C 15.99166 8.74187 16.00528
8 C 14.76435 8.31296 16.43821
9 C 13.64766 8.35178 15.60578
10 C 12.34186 7.75754 16.05407
11 C 11.97790 8.10709 17.49002
12 C 12.26065 6.20930 15.96682
13 C 13.78873 8.94249 14.33403
14 N 12.63976 9.02191 13.45332
15 C 12.39707 7.86904 12.79457
16 O 13.00400 6.76795 12.89118
17 C 11.29210 8.04686 11.80221
18 C 10.65409 6.94851 11.22584
19 C 9.63409 7.17628 10.33820
20 C 9.43051 8.57779 9.98291
21 C 10.15539 9.57805 10.58577
22 N 11.03107 9.26367 11.57386
23 C 10.22104 10.93828 10.15130
24 O 9.60765 11.25509 9.17036
25 N 11.04307 11.64390 10.86401
26 C 11.41295 12.88679 10.33025
27 C 12.63879 12.81968 9.61837
28 C 12.96512 13.88195 8.84346
29 C 12.17567 15.04847 8.78602
30 C 11.00429 15.09612 9.55620
31 C 10.57864 14.01915 10.34638
32 C 9.15826 14.16611 10.89630
33 C 8.15516 14.05174 9.76613
34 C 8.66404 13.25552 12.08203
35 C 13.58470 11.60832 9.56304
36 C 13.32062 10.77707 8.30046
37 C 15.06342 11.95855 9.70156
38 H 17.51421 9.88789 12.11820
39 H 16.80198 11.02907 13.25364
40 H 16.58294 11.23365 11.53598
41 H 14.60042 10.10826 11.81084
42 H 16.40483 7.65551 12.08420
43 H 16.11616 8.47598 10.59093
44 H 14.86134 7.60097 11.34874
45 H 17.14149 9.42472 14.37094
46 H 16.85990 8.60036 16.66415
47 H 14.71211 7.82481 17.38259
48 H 11.49508 8.02633 15.43628
49 H 12.72139 7.66894 18.14473
50 H 10.97404 7.80976 17.81263
51 H 12.05002 9.18613 17.59577
52 H 12.93312 5.68376 16.65857
53 H 12.49093 5.91862 14.96309
54 H 11.24203 5.86745 16.22179
55 H 10.92039 5.97275 11.56106
56 H 9.04456 6.30840 9.97832
57 H 8.66540 8.84634 9.27844
58 H 13.75167 13.74736 8.13395
59 H 12.63120 15.86586 8.22301
60 H 10.60863 16.11561 9.73647
61 H 9.13574 15.18321 11.28216
62 H 8.31727 13.09173 9.31755
63 H 7.09487 14.13838 9.98779
64 H 8.41976 14.74805 8.99958
65 H 7.77713 13.78510 12.38236
66 H 9.44489 13.27793 12.84328
67 H 8.38944 12.30348 11.69823
68 H 13.38333 10.92165 10.39154
69 H 13.43894 11.30247 7.38141
70 H 12.43986 10.19331 8.25073
71 H 14.08937 9.97804 8.23974
72 H 15.28887 12.66389 8.88212
73 H 15.67027 11.02954 9.55120
74 H 15.26191 12.48812 10.58601
75 O 13.60734 13.99412 12.44534
76 S 13.13538 13.05061 13.42342
77 O 13.39393 13.42186 14.82344
78 O 13.54056 11.62181 13.07506
79 O 11.61223 12.87406 13.23176
80 Br 5.45315 16.24447 18.81110
81 C 6.00796 14.44887 18.69727
82 C 5.25570 13.59574 17.87262
83 C 5.53493 12.18850 17.82191
84 C 6.56738 11.72468 18.60481
85 C 7.22502 12.57265 19.48364
86 C 7.00807 13.92025 19.49708
87 N 6.72371 10.29421 18.90411
88 N 7.30817 9.47908 18.16151
89 C 7.91128 9.99778 16.94925
90 C 7.40554 9.64692 15.72336
91 C 8.14177 9.85172 14.56582
92 C 9.42344 10.38934 14.56814
93 O 9.99896 10.73740 13.47034
94 C 10.00093 10.68961 15.85165
95 N 11.29544 11.20185 15.87624
96 C 11.85908 11.47242 17.03539
97 C 11.13590 11.31052 18.25412
98 C 9.88694 10.90298 18.20648
99 C 9.22798 10.50284 16.99914
100 H 4.41994 14.00379 17.28223
101 H 4.96402 11.48596 17.22656
102 H 7.97210 12.10183 20.07661
103 H 7.60961 14.61306 20.12776
104 H 6.37244 9.25244 15.63882
105 H 7.70954 9.61695 13.63997
106 H 12.94447 11.63441 17.02322
107 H 11.58401 11.44151 19.22363
108 H 9.44355 10.75442 19.17458
109 F 4.32093 11.54611 13.85692
110 Te 3.37792 9.93522 14.29946
111 F 2.27152 10.30735 12.84981
112 F 2.29694 11.06345 15.35422
113 F 2.34906 8.54329 15.10365
114 F 4.33891 9.84442 15.97841
115 O 4.38323 8.75605 13.49228

Computed, not measured: a molecular structure, C16H13CeCl3O6 in a non-equilibrium geometry, with wB97M-V/def2-TZVPD.

⟨S²⟩	0.751
net charge	+1
gap between HOMO and LUMO (alpha / beta)	0.286 / 0.288	Ha
LUMO energy (alpha / beta)	-3.4160 / -3.3639	eV
E	-79579.7667	eV
HOMO level (alpha / beta)	-11.21 / -11.21	eV
multiplicity	2

Geometry (Å):
1 Ce -1.63798 -0.24897 -1.03926
2 Cl -4.09084 -5.12370 3.74638
3 C -3.41502 -4.32402 2.35720
4 C -2.72273 -3.14503 2.52578
5 C -2.19719 -2.54979 1.39807
6 Cl -1.29219 -1.01121 1.61365
7 C -2.36113 -3.05018 0.11474
8 O -1.87211 -2.37771 -0.95265
9 C -3.05774 -4.24322 -0.00830
10 Cl -3.30067 -4.94316 -1.57067
11 C -3.58272 -4.88298 1.10150
12 H -2.58610 -2.71333 3.50807
13 H -4.12910 -5.80987 0.99055
14 C 2.80410 -1.67568 -1.87660
15 C 1.37686 -1.73345 -1.42658
16 O 0.62777 -0.57254 -1.94433
17 H 3.33994 -2.53829 -1.47355
18 H 3.29465 -0.76583 -1.53043
19 H 2.89931 -1.73093 -2.96471
20 H 1.29348 -1.66236 -0.34605
21 H 0.85728 -2.63052 -1.74766
22 H 0.88939 -0.38397 -2.84257
23 O -1.38282 1.70595 -2.17528
24 C -1.41331 2.23128 -1.02203
25 O -2.24655 1.72585 -0.18095
26 C -0.27606 3.03068 -0.52046
27 C -0.13792 4.37786 -0.76268
28 C 0.99705 5.06116 -0.28368
29 C 1.92036 4.31581 0.38885
30 O 3.09066 4.76829 0.92043
31 C 3.70364 3.63708 1.57131
32 O 2.87456 2.47967 1.27575
33 C 1.79651 2.96214 0.60795
34 C 0.70191 2.28293 0.16106
35 H -0.90203 4.91480 -1.30979
36 H 1.12570 6.12285 -0.44303
37 H 3.70363 3.79714 2.64339
38 H 4.68836 3.48274 1.14867
39 H 0.61905 1.22051 0.34793

Computed, not measured: 2 unconnected molecules or ions with the total composition C3H11NS2 in a non-equilibrium geometry, with wB97M-V/def2-TZVPD.

net charge	0
gap between HOMO and LUMO	0.331	Ha
LUMO energy	0.6086	eV
structure (SMILES)	CNC.CSS
energy above the lowest of the compared OMol25 structures with the same formula, charge and spin	30.5	kcal/mol
E	-26448.6391	eV
HOMO level	-8.41	eV
multiplicity	1

Geometry (Å):
1 C 0.36463 -0.63686 2.70232
2 N 0.13216 0.08724 1.40110
3 C -1.28095 0.05426 1.04063
4 H 1.45068 -0.68312 2.82058
5 H -0.33500 -1.46656 2.69123
6 H 0.10094 0.00725 3.55615
7 H 0.39364 1.03130 1.66762
8 H -1.48481 -0.90420 0.55708
9 H -2.00817 0.08351 1.88581
10 H -1.53784 0.93538 0.45617
11 C 0.13540 -0.66596 -2.52397
12 S 1.48932 0.32165 -1.78161
13 S 0.88736 2.15027 -2.61501
14 H -0.25184 -0.15674 -3.40696
15 H 0.66054 -1.42797 -3.10457
16 H -0.58650 -1.08081 -1.83627
17 H 1.87043 2.35135 -3.51029

Computed, not measured: a molecular structure, C17H23AuN7O4PS, with wB97M-V/def2-TZVPD.

⟨S²⟩	2.014
net charge	+2
gap between HOMO and LUMO (alpha / beta)	0.305 / 0.172	Ha
LUMO energy (alpha / beta)	-5.8263 / -9.3704	eV
energy above the lowest of the compared OMol25 structures with the same formula, charge and spin	0.0	kcal/mol
E	-60418.9983	eV
HOMO level (alpha / beta)	-14.13 / -14.05	eV
multiplicity	3

Geometry (Å):
1 Au 0.50889 1.31754 -0.90540
2 O -0.24553 2.25860 -2.60314
3 C -1.44382 2.61502 -2.76459
4 C -2.54758 2.43715 -1.90834
5 C -3.80273 2.80187 -2.46378
6 C -4.93175 2.62474 -1.74528
7 C -4.89307 2.09918 -0.44495
8 C -3.69668 1.75981 0.12253
9 C -2.48222 1.92200 -0.57875
10 O -1.38752 1.61313 0.06521
11 N -6.22721 2.98914 -2.34195
12 O -6.21822 3.40653 -3.47945
13 O -7.20547 2.89037 -1.63553
14 H -1.64453 3.11819 -3.71274
15 H -3.86842 3.20941 -3.46509
16 H -5.82231 1.97436 0.09516
17 H -3.64812 1.36692 1.12892
18 C 1.44346 0.48409 4.18834
19 N 2.66019 0.89557 3.44468
20 C 3.61525 -0.19361 3.28438
21 N 2.82388 -1.13282 2.48369
22 C 1.61617 -1.63087 3.19297
23 N 0.70320 -0.52764 3.44845
24 C 0.13023 0.00843 2.21021
25 P 1.42712 0.65666 1.07419
26 C 2.40768 1.69991 2.27136
27 C 2.61740 -0.77934 1.10550
28 H 0.82004 1.36066 4.34957
29 H 1.75457 0.08334 5.15089
30 H 3.87213 -0.62780 4.24543
31 H 4.50867 0.12527 2.75461
32 H 1.93295 -2.07869 4.13243
33 H 1.13582 -2.38350 2.57153
34 H -0.57017 0.81540 2.42599
35 H -0.43079 -0.75955 1.67658
36 H 1.79540 2.56457 2.53263
37 H 3.33487 2.04403 1.81632
38 H 3.55514 -0.51306 0.61986
39 H 2.12538 -1.58400 0.54992
40 C 1.85711 -4.49776 -0.57351
41 C 0.66425 -4.17283 -1.47337
42 C 0.74518 -2.78918 -2.04864
43 N 0.85830 -1.71521 -1.35183
44 N 0.93371 -0.57735 -2.14482
45 C 0.87266 -0.82882 -3.43200
46 N 0.91110 0.11161 -4.38624
47 S 0.72037 -2.51001 -3.76219
48 H 1.86247 -5.55683 -0.32123
49 H 1.80401 -3.93467 0.36129
50 H 2.80192 -4.26354 -1.06617
51 H -0.26965 -4.25114 -0.91542
52 H 0.59946 -4.89682 -2.28510
53 H 0.97929 1.08338 -4.13270
54 H 0.93750 -0.13186 -5.36043

Look up the multiplicity of the fourth one. 3

Look up the E of the fourth one. -60418.9983 eV

E of number 3 (C3H11NS2)? -26448.6391 eV

Copy entry 3 word for word.
Computed, not measured: 2 unconnected molecules or ions with the total composition C3H11NS2 in a non-equilibrium geometry, with wB97M-V/def2-TZVPD.

net charge	0
gap between HOMO and LUMO	0.331	Ha
LUMO energy	0.6086	eV
structure (SMILES)	CNC.CSS
energy above the lowest of the compared OMol25 structures with the same formula, charge and spin	30.5	kcal/mol
E	-26448.6391	eV
HOMO level	-8.41	eV
multiplicity	1

Geometry (Å):
1 C 0.36463 -0.63686 2.70232
2 N 0.13216 0.08724 1.40110
3 C -1.28095 0.05426 1.04063
4 H 1.45068 -0.68312 2.82058
5 H -0.33500 -1.46656 2.69123
6 H 0.10094 0.00725 3.55615
7 H 0.39364 1.03130 1.66762
8 H -1.48481 -0.90420 0.55708
9 H -2.00817 0.08351 1.88581
10 H -1.53784 0.93538 0.45617
11 C 0.13540 -0.66596 -2.52397
12 S 1.48932 0.32165 -1.78161
13 S 0.88736 2.15027 -2.61501
14 H -0.25184 -0.15674 -3.40696
15 H 0.66054 -1.42797 -3.10457
16 H -0.58650 -1.08081 -1.83627
17 H 1.87043 2.35135 -3.51029